# 1
{"formula": "C5H16NO2", "method": "ωB97M-V with the def2-TZVPD basis set", "symbols": ["C", "C", "C", "C", "C", "N", "H", "H", "H", "H", "H", "H", "H", "H", "H", "H", "H", "H", "H", "H", "O", "H", "H", "O"], "positions_angstrom": [[2.764, -0.970, -0.278], [2.522, -0.105, 0.959], [1.265, -0.578, 1.666], [0.108, 0.270, 1.082], [-1.189, 0.095, 1.338], [-2.341, 0.704, 0.586], [2.538, -0.737, -1.291], [3.799, -1.155, -0.559], [2.403, -1.938, -0.047], [3.550, -0.087, 1.407], [2.545, 0.954, 0.848], [1.158, -1.701, 1.769], [1.360, -0.229, 2.712], [0.483, 0.866, 0.214], [-1.567, -0.735, 1.977], [-2.973, -0.110, 0.331], [-2.726, 1.388, 1.162], [-2.054, 1.141, -0.277], [-1.643, -0.147, -1.895], [-2.395, -1.588, -2.310], [-2.050, -1.009, -1.679], [-1.098, 1.594, -2.582], [-2.473, 2.251, -2.950], [-1.985, 1.826, -2.182]], "mulliken_spin": [0.094, 0.072, -0.025, 0.642, -0.043, 0.956, -0.069, -0.008, 0.001, -0.004, 0.004, -0.006, 0.002, -0.014, -0.002, -0.157, -0.429, -0.122, 0.081, -0.024, 0.007, 0.050, 0.026, -0.033], "max_force_ha_per_bohr": 0.0702, "e_above_lowest_kcal_mol": 79.33, "homo_lumo_gap_ha": [0.13473, 0.38958], "homo_energy_ha": [-0.1078, -0.3674], "multiplicity": 2}

---

# 2
{"formula": "C5H6OS", "method": "ωB97M-V with the def2-TZVPD basis set", "symbols": ["C", "C", "C", "C", "C", "H", "H", "H", "H", "H", "H", "O", "S"], "positions_angstrom": [[2.804, 0.949, 0.433], [2.706, -0.255, -0.150], [0.352, -0.670, 0.016], [-0.159, 0.533, -0.317], [-1.602, 0.768, -0.330], [3.717, 1.551, 0.361], [1.952, 1.318, 1.096], [3.586, -0.691, -0.729], [-0.313, -1.456, 0.307], [0.424, 1.457, -0.581], [-1.843, 1.711, -0.908], [1.625, -1.117, -0.095], [-2.821, -0.182, 0.206]], "lowdin_charge": [0.012, -0.199, -0.128, -0.179, -0.682, 0.063, 0.091, 0.139, 0.106, 0.113, 0.065, -0.035, 0.632], "max_force_ha_per_bohr": 0.0353, "e_above_lowest_kcal_mol": 52.48, "homo_lumo_gap_ha": 0.29372, "smiles": "C=CO/C=C/C=S", "homo_energy_ha": -0.3156}

---

# 3
{"formula": "C3H4O", "method": "ωB97M-V with the def2-TZVPD basis set", "symbols": ["C", "C", "C", "H", "H", "H", "H", "O"], "positions_angstrom": [[-0.659, 0.576, 0.077], [0.801, 0.217, -0.068], [1.880, -0.271, -0.021], [-1.252, -1.248, 0.434], [-0.644, 1.153, 0.944], [-0.897, 1.273, -0.793], [2.873, -0.446, 0.120], [-1.527, -0.482, -0.079]], "lowdin_charge": [-0.301, -0.093, 0.106, 0.097, 0.088, 0.142, -0.001, -0.037], "max_force_ha_per_bohr": 0.0859, "e_above_lowest_kcal_mol": 36.31, "homo_lumo_gap_ha": 0.41043, "smiles": "C#CCO", "homo_energy_ha": -0.3771}

---

# 4
{"formula": "C7H17BN3O5PS", "method": "ωB97M-V with the def2-TZVPD basis set", "symbols": ["C", "C", "S", "C", "P", "C", "C", "O", "C", "O", "N", "O", "O", "C", "N", "B", "N", "O", "H", "H", "H", "H", "H", "H", "H", "H", "H", "H", "H", "H", "H", "H", "H", "H", "H"], "positions_angstrom": [[2.871, -2.333, 1.934], [2.400, -0.891, 2.061], [0.627, -0.776, 1.697], [0.473, 0.753, 0.734], [-0.733, 0.592, -0.807], [-2.057, 1.440, 0.112], [-2.631, 0.572, 1.229], [-3.328, -0.526, 0.683], [0.400, 1.705, -1.765], [0.459, 2.981, -1.137], [1.840, 3.316, -0.818], [2.141, 4.313, -1.310], [-1.717, 0.521, -2.422], [-2.745, -0.227, -2.525], [-3.629, -0.964, -2.647], [-0.388, -1.341, -0.881], [0.818, -1.783, -1.557], [-1.264, -2.260, -0.407], [3.858, -2.454, 2.378], [2.864, -2.671, 0.900], [2.198, -2.976, 2.502], [2.938, -0.230, 1.381], [2.586, -0.527, 3.071], [0.198, 1.556, 1.415], [1.474, 0.999, 0.380], [-1.677, 2.359, 0.558], [-2.890, 1.737, -0.524], [-1.862, 0.264, 1.942], [-3.343, 1.186, 1.783], [-2.877, -1.347, 0.892], [0.014, 1.852, -2.770], [1.388, 1.249, -1.866], [1.232, -1.100, -2.180], [1.522, -2.065, -0.886], [-1.260, -3.029, -0.988]], "lowdin_charge": [-0.165, -0.522, 0.877, -0.556, 0.974, -0.235, -0.294, -0.055, -0.274, -0.165, -0.007, 0.120, -0.206, -0.486, 0.141, -0.752, 0.162, 0.106, 0.074, 0.058, 0.069, 0.070, 0.069, 0.045, 0.023, 0.096, 0.105, 0.083, 0.122, 0.074, 0.101, 0.096, 0.064, 0.061, 0.125], "max_force_ha_per_bohr": 0.0371, "homo_lumo_gap_ha": 0.30251, "smiles": "CCSCP(CCO)(CON=O)(OC#N)B(N)O", "homo_energy_ha": -0.3277}

---

# 5
{"formula": "C10H16N2O3", "method": "ωB97M-V with the def2-TZVPD basis set", "symbols": ["C", "C", "C", "C", "C", "C", "C", "C", "C", "C", "N", "N", "O", "O", "O", "H", "H", "H", "H", "H", "H", "H", "H", "H", "H", "H", "H", "H", "H", "H", "H"], "positions_angstrom": [[0.763, 0.554, -0.765], [2.954, 0.491, 0.083], [-0.717, -1.457, 0.525], [-1.624, -1.566, -0.667], [-2.525, -0.025, 0.894], [-1.725, 0.819, -1.130], [-0.993, -0.028, 0.973], [-0.625, 0.998, -0.124], [-0.513, 2.493, 0.456], [4.153, -1.531, 0.115], [1.737, 1.001, -0.054], [-2.517, -0.301, -0.640], [0.651, -0.085, -1.776], [3.928, 1.160, 0.262], [2.896, -0.884, -0.062], [-1.052, -2.096, 1.342], [0.344, -1.476, 0.149], [-1.027, -1.503, -1.502], [-2.362, -2.330, -0.530], [-2.955, -0.968, 1.357], [-2.918, 1.036, 1.144], [-2.334, 1.768, -1.128], [-1.292, 0.749, -2.108], [-0.639, 0.299, 2.063], [-1.291, 2.654, 1.137], [-0.641, 3.094, -0.414], [0.389, 2.614, 1.076], [3.883, -2.490, 0.085], [4.535, -1.213, 1.048], [4.872, -1.301, -0.640], [-3.354, -0.478, -1.170]], "lowdin_charge": [-0.554, -0.607, -0.108, -0.059, -0.025, -0.109, -0.238, -0.336, 0.000, -0.051, 0.170, -0.028, 0.033, 0.090, -0.052, 0.122, 0.134, 0.096, 0.127, 0.148, 0.161, 0.151, 0.132, 0.204, 0.038, 0.074, 0.089, 0.045, 0.082, 0.091, 0.180], "max_force_ha_per_bohr": 0.0795, "e_above_lowest_kcal_mol": 74.19, "homo_lumo_gap_ha": 0.28514, "smiles": "CO/C([O-])=N\\C(=O)[C@@]1(C)C[N@H+]2CC[C@@H]1C2", "homo_energy_ha": -0.2922}

---

# 6
{"formula": "C38H82O23S3", "method": "ωB97M-V with the def2-TZVPD basis set", "symbols": ["C", "C", "C", "O", "C", "H", "H", "H", "H", "H", "H", "H", "H", "C", "C", "C", "O", "C", "H", "H", "H", "H", "H", "H", "H", "H", "C", "C", "C", "O", "C", "H", "H", "H", "H", "H", "H", "H", "H", "C", "C", "C", "O", "C", "H", "H", "H", "H", "H", "H", "H", "H", "C", "C", "C", "O", "C", "H", "H", "H", "H", "H", "H", "H", "H", "O", "S", "O", "O", "C", "C", "C", "H", "H", "H", "H", "H", "H", "H", "H", "O", "S", "O", "O", "C", "C", "C", "H", "H", "H", "H", "H", "H", "H", "H", "O", "S", "O", "O", "C", "C", "C", "H", "H", "H", "H", "H", "H", "H", "H", "C", "O", "C", "O", "O", "C", "H", "H", "H", "H", "H", "H", "C", "O", "C", "O", "O", "C", "H", "H", "H", "H", "H", "H", "C", "O", "C", "O", "O", "C", "H", "H", "H", "H", "H", "H"], "positions_angstrom": [[3.757, -4.808, 5.571], [4.071, -5.199, 7.013], [5.495, -5.868, 6.978], [6.074, -5.442, 5.752], [4.984, -5.380, 4.792], [3.722, -3.720, 5.534], [2.777, -5.092, 5.187], [3.203, -5.687, 7.456], [4.141, -4.250, 7.545], [5.499, -6.956, 7.050], [6.069, -5.506, 7.831], [4.877, -6.375, 4.359], [5.328, -4.672, 4.038], [3.623, -9.463, -1.479], [4.310, -8.724, -2.594], [3.678, -7.314, -2.471], [2.322, -7.507, -1.997], [2.244, -8.730, -1.312], [4.207, -9.517, -0.560], [3.418, -10.482, -1.806], [4.029, -9.206, -3.530], [5.397, -8.660, -2.646], [3.456, -6.790, -3.401], [4.299, -6.679, -1.839], [1.437, -9.301, -1.770], [1.997, -8.611, -0.257], [-5.948, 4.144, 3.773], [-4.735, 3.856, 4.564], [-4.026, 5.177, 4.755], [-4.595, 5.939, 3.745], [-5.964, 5.692, 3.628], [-6.927, 3.898, 4.184], [-5.781, 3.714, 2.785], [-4.078, 3.226, 3.964], [-4.966, 3.370, 5.512], [-2.944, 5.094, 4.654], [-4.150, 5.633, 5.738], [-6.271, 6.075, 2.655], [-6.479, 6.257, 4.405], [4.387, 8.311, 3.785], [4.066, 9.648, 3.157], [3.543, 10.372, 4.380], [2.834, 9.346, 5.133], [3.290, 8.044, 4.892], [5.363, 8.230, 4.263], [4.430, 7.562, 2.995], [3.247, 9.534, 2.446], [4.899, 10.188, 2.708], [2.924, 11.207, 4.053], [4.345, 10.793, 4.987], [2.441, 7.668, 4.321], [3.661, 7.527, 5.777], [-8.603, 1.171, -4.072], [-9.915, 1.898, -4.409], [-10.192, 2.875, -3.277], [-8.980, 2.932, -2.508], [-8.239, 1.727, -2.701], [-7.731, 1.380, -4.692], [-8.740, 0.090, -4.077], [-10.751, 1.220, -4.577], [-9.763, 2.482, -5.317], [-10.927, 2.408, -2.622], [-10.546, 3.871, -3.544], [-8.627, 1.000, -1.988], [-7.193, 1.840, -2.418], [9.936, 1.435, 8.124], [9.604, 0.955, 6.786], [9.438, 1.917, 5.716], [10.724, -0.257, 6.389], [11.303, -1.101, 7.374], [12.129, -2.207, 6.735], [8.051, -0.073, 6.917], [10.500, -1.574, 7.940], [11.851, -0.524, 8.119], [11.556, -2.870, 6.086], [12.572, -2.836, 7.507], [13.002, -1.835, 6.198], [7.303, 0.622, 7.298], [8.368, -0.983, 7.427], [7.784, -0.473, 5.939], [-1.922, 5.396, -7.801], [-3.225, 4.941, -7.388], [-3.251, 3.940, -6.348], [-4.128, 6.276, -6.873], [-5.392, 6.052, -6.325], [-6.409, 6.839, -7.122], [-4.137, 4.223, -8.815], [-5.306, 6.288, -5.264], [-5.697, 5.007, -6.385], [-6.467, 6.415, -8.124], [-6.097, 7.878, -7.233], [-7.377, 6.735, -6.632], [-4.052, 4.941, -9.631], [-5.128, 3.894, -8.503], [-3.681, 3.282, -9.121], [-3.414, -3.678, -7.713], [-3.572, -4.679, -6.653], [-4.899, -5.097, -6.246], [-2.662, -6.026, -7.127], [-3.151, -7.292, -6.660], [-2.209, -8.325, -7.158], [-2.531, -4.300, -5.178], [-4.124, -7.494, -7.108], [-3.206, -7.302, -5.572], [-2.574, -9.345, -7.030], [-1.235, -8.140, -6.705], [-2.044, -8.083, -8.207], [-2.879, -4.883, -4.326], [-2.846, -3.291, -4.911], [-1.484, -4.478, -5.425], [4.432, 2.725, -4.155], [5.432, 2.330, -3.207], [5.681, 0.973, -2.997], [4.947, 0.087, -3.404], [6.614, 0.765, -2.090], [7.044, 1.811, -1.252], [3.552, 2.094, -4.035], [4.753, 2.590, -5.188], [4.118, 3.750, -3.955], [7.557, 2.639, -1.742], [7.617, 1.458, -0.394], [6.187, 2.302, -0.790], [-5.021, -4.180, 3.611], [-6.245, -4.337, 2.976], [-6.411, -3.947, 1.761], [-5.571, -3.678, 0.916], [-7.783, -4.268, 1.462], [-8.329, -4.163, 0.169], [-4.330, -3.401, 3.291], [-4.532, -5.155, 3.615], [-5.278, -4.000, 4.655], [-9.028, -3.333, 0.272], [-8.833, -5.105, -0.047], [-7.715, -3.970, -0.710], [0.901, -0.230, 0.093], [0.434, 1.098, 0.090], [1.100, 2.087, 0.716], [1.942, 1.993, 1.572], [0.509, 3.301, 0.429], [-0.427, 3.534, -0.628], [1.945, -0.341, 0.387], [0.894, -0.703, -0.889], [0.210, -0.901, 0.603], [-0.057, 3.373, -1.640], [-0.815, 4.549, -0.537], [-1.290, 2.898, -0.432]], "lowdin_charge": [-0.167, -0.161, -0.197, -0.158, -0.167, 0.100, 0.103, 0.103, 0.097, 0.109, 0.110, 0.114, 0.113, -0.166, -0.173, -0.175, -0.149, -0.210, 0.106, 0.102, 0.107, 0.110, 0.116, 0.112, 0.110, 0.108, -0.169, -0.190, -0.223, -0.152, -0.188, 0.110, 0.112, 0.112, 0.113, 0.122, 0.115, 0.121, 0.116, -0.178, -0.181, -0.194, -0.164, -0.181, 0.104, 0.102, 0.115, 0.116, 0.114, 0.113, 0.116, 0.118, -0.160, -0.164, -0.193, -0.150, -0.211, 0.104, 0.107, 0.108, 0.102, 0.110, 0.119, 0.107, 0.121, -0.310, 0.686, -0.288, -0.277, -0.298, -0.067, -0.091, 0.104, 0.118, 0.080, 0.078, 0.078, 0.071, 0.050, 0.065, -0.282, 0.659, -0.303, -0.253, -0.327, -0.064, -0.105, 0.128, 0.107, 0.073, 0.082, 0.082, 0.070, 0.062, 0.071, -0.298, 0.686, -0.301, -0.284, -0.318, -0.080, -0.100, 0.118, 0.119, 0.088, 0.082, 0.085, 0.065, 0.064, 0.073, -0.043, -0.057, -0.544, 0.113, 0.022, -0.058, 0.087, 0.095, 0.094, 0.096, 0.099, 0.096, -0.049, 0.024, -0.525, 0.113, -0.051, -0.085, 0.105, 0.102, 0.097, 0.090, 0.090, 0.089, -0.053, -0.016, -0.545, 0.135, -0.026, -0.052, 0.099, 0.088, 0.094, 0.094, 0.093, 0.088], "max_force_ha_per_bohr": 0.0970, "homo_lumo_gap_ha": 0.34492, "smiles": "CCOS(C)(=O)=O.CCOS(C)(=O)=O.CCOS(C)(=O)=O.COC(=O)OC.COC(=O)OC.COC(=O)OC.C1CCOC1.C1CCOC1.C1CCOC1.C1CCOC1.C1CCOC1", "homo_energy_ha": -0.3401}